ORCA calculation (ωB97M-V/def2-TZVPD) on C7H6Cl2O in the gas phase at a distorted geometry.

CARTESIAN COORDINATES (ANGSTROEM)
C1 0.0088 -2.1861 0.1077
C2 0.0422 -0.7171 -0.3242
O1 -0.6976 -0.2966 -1.4786
C3 -1.2046 0.1172 -0.2248
Cl1 -2.5382 -0.6719 0.5103
C4 -1.2151 1.5820 -0.0006
C5 0.0189 2.1792 0.0504
C6 1.2656 1.4192 0.0579
C7 1.2911 0.0594 -0.1629
Cl2 2.8429 -0.7226 0.0170
H1 1.0949 -2.6500 0.1569
H2 -0.6519 -2.8425 -0.3983
H3 -0.3077 -2.1453 1.0677
H4 -2.2183 1.9483 0.1906
H5 0.0117 3.2302 -0.0277
H6 2.2575 1.6967 0.4588

Calculated values
Energy   -1265.87237 hartree
HOMO energy   -9.0196 eV
Lowest unoccupied orbital energy   -0.001 Eh
SMILES   C[C@@]12O[C@]1(Cl)C=CC=C2Cl
Energy relative to the best compared isomer or geometry (same formula, charge and spin)   17.3 kJ/mol



ORCA calculation (ωB97M-V/def2-TZVPD) on a molecular structure, C25H25CaO4S at a distorted geometry.

CARTESIAN COORDINATES (ANGSTROEM)
C1 1.0269 1.9335 -0.4409
C2 2.1312 1.2497 0.1326
C3 2.6932 0.4147 -0.8677
H1 2.5638 1.4104 1.1194
C4 1.9200 0.5676 -2.0543
C5 0.8628 1.4823 -1.7733
H2 0.1222 1.8672 -2.4746
H3 0.4750 2.7601 -0.0070
H4 3.6269 -0.1451 -0.7608
H5 2.1560 0.1356 -3.0304
C6 -1.5458 -1.2787 1.8632
C7 -1.2899 0.1162 1.9583
C8 -1.8516 0.7559 0.8283
H6 -0.8020 0.6306 2.7870
C9 -2.4535 -0.2402 0.0022
C10 -2.2859 -1.5055 0.6609
H7 -2.7732 -2.4386 0.3695
H8 -1.2990 -2.0260 2.6194
H9 -1.8969 1.8337 0.6812
H10 -3.0566 -0.0500 -0.8812
Ca1 0.1847 -0.9772 -0.6139
O1 0.7990 -2.9475 -1.7010
C11 2.0309 -3.6760 -1.4635
C12 1.5950 -3.8273 -2.8817
H11 2.9237 -3.0571 -1.2897
H12 1.9051 -4.5668 -0.8333
H13 2.0269 -3.1493 -3.6302
H14 2.1368 -5.0123 -5.2278
C13 1.4755 -5.6226 -4.6064
C14 1.0471 -5.1001 -3.3553
C15 0.2174 -5.9146 -2.5512
H15 -0.1054 -5.5562 -1.5704
C16 -0.1817 -7.1710 -3.0048
H16 -0.8461 -7.7733 -2.3900
C17 0.2487 -7.6751 -4.2370
H17 -0.0767 -8.6540 -4.5861
C18 1.0998 -6.8919 -5.0243
H18 1.4639 -7.2762 -5.9750
C19 -2.4139 7.8953 5.2845
C20 -1.5284 6.8385 4.6790
C21 -0.2826 7.1993 4.1303
C22 0.5695 6.2315 3.5916
C23 0.1942 4.8836 3.5723
C24 -1.0448 4.5103 4.1203
C25 -1.9080 5.4857 4.6416
S1 1.3135 3.6523 2.8453
O2 1.8324 4.3790 1.6866
O3 2.2741 3.3272 3.8964
O4 0.4653 2.4983 2.4716
H19 -1.9431 8.4181 6.1345
H20 -2.6740 8.6575 4.5351
H21 -3.3416 7.4414 5.6429
H22 0.0518 8.2408 4.1243
H23 1.5468 6.4933 3.1843
H24 -1.2919 3.4548 4.1298
H25 -2.8897 5.1928 5.0411

Calculated values
Energy   -2344.41322 hartree
HOMO energy   -4.1277 eV
Lowest unoccupied orbital energy   0.046 Eh
Total charge   -1
Energy relative to the best compared isomer or geometry (same formula, charge and spin)   27.6 kJ/mol